(1)
Here is one molecule with the formula C3H9N3O from the OMol25 dataset. Energies are from the ωB97M-V functional and the def2-TZVPD basis.

Structure (XYZ):
```
16
Properties=species:S:1:pos:R:3:forces:R:3
C -1.983045 -0.361799 -0.822414 0.0 0.7 -0.7
H 2.075418 -1.511085 0.073545 0.0 -0.1 -0.1
H 0.006805 1.258419 -0.496985 -4.2 -2.9 -0.5
C 1.413201 -0.924668 -0.564144 0.0 0.1 -0.2
H 1.956705 -0.019693 -0.879434 -0.1 0.1 0.1
H -1.893665 -1.159540 -1.574267 0.0 0.1 0.1
H 0.565244 2.069185 1.846903 0.1 -0.1 0.0
N 0.725323 1.439037 1.073318 0.6 -0.8 1.2
N -0.723974 0.266904 -0.505488 3.6 0.9 0.0
H -2.657694 0.401393 -1.221633 0.0 -0.1 0.1
H 1.573796 1.634824 0.564510 0.3 -0.4 0.3
C 0.277184 0.060126 1.357712 -0.6 2.0 -0.1
O -0.282829 -0.209442 2.384485 0.7 0.0 -0.2
H 1.175483 -1.471696 -1.476832 0.0 -0.1 0.1
N 0.177452 -0.676955 0.154815 -0.4 0.4 -0.2
H -2.405404 -0.795012 0.085909 -0.1 0.1 0.0
```
Positions in Å, forces in eV/Å.

The value obtained for the highest occupied orbital energy is -8.291 eV. The energy above the lowest of the compared OMol25 structures with the same formula, charge and spin is 89.8 kcal/mol. The net charge is 0. The SMILES is CNN(C)C(N)=O. For the electronic energy, the calculation gives -359.1013 hartree. As for the gap between HOMO and LUMO: 9.07 eV.

Results of the Mulliken charge analysis, in e, for atoms 1 through 2: -0.77, 0.31

(2)
Here is one molecule with the formula C3H9N3O from the OMol25 dataset. Energies are from the ωB97M-V functional and the def2-TZVPD basis.

Structure (XYZ):
```
16
Properties=species:S:1:pos:R:3:forces:R:3
O 1.845300 2.176680 0.565020 -0.4 0.8 1.1
H 0.996812 -1.494142 0.319412 0.2 -0.1 0.2
C -0.051562 -1.598643 0.067175 -0.4 -0.5 0.4
H -0.291662 0.683888 1.466286 0.6 -0.1 0.2
H -0.242859 -2.672640 1.771385 -0.2 0.0 0.2
H -0.117705 -2.416128 -0.656776 -0.1 0.5 -0.6
N 0.357940 2.369645 -1.204070 -0.2 0.2 1.3
C 0.798066 1.823914 0.087634 0.3 -1.4 -2.0
N 0.019697 0.773562 0.514106 0.1 0.4 0.0
C -0.501020 -0.225266 -0.390602 -1.2 0.0 -0.1
H -1.691205 -2.418792 1.063501 0.0 0.0 -0.2
N -0.801641 -1.988520 1.276122 0.7 0.2 0.3
H 0.793483 1.880750 -1.974811 0.2 0.1 0.0
H 0.721114 3.313693 -1.125896 0.2 0.0 -0.7
H -0.242466 -0.061256 -1.433646 0.3 0.3 0.1
H -1.592292 -0.146750 -0.344842 -0.1 -0.4 -0.3
```
Positions in Å, forces in eV/Å.

The value obtained for the highest occupied orbital energy is -9.112 eV. The energy above the lowest of the compared OMol25 structures with the same formula, charge and spin is 24.3 kcal/mol. The net charge is 0. The SMILES is NCCNC(N)=O. For the electronic energy, the calculation gives -359.2058 hartree. As for the gap between HOMO and LUMO: 10.00 eV.

Results of the Mulliken charge analysis, in e, for atoms 1 through 2: -0.57, 0.37

(3)
Here is one molecule with the formula C3H9N3O from the OMol25 dataset. Energies are from the ωB97M-V functional and the def2-TZVPD basis.

Structure (XYZ):
```
16
Properties=species:S:1:pos:R:3:forces:R:3
H 1.339484 0.606070 -0.708339 -0.4 -0.9 0.0
H -1.786668 0.568807 -0.251497 0.3 0.3 -1.2
C 0.014225 -0.321238 1.608703 -4.6 -2.7 -2.6
H 1.337486 0.861581 1.788160 0.3 1.8 1.4
C 0.877623 -0.411029 -0.896174 0.4 1.8 2.7
N 0.838055 -1.096773 0.567271 0.7 4.5 -0.4
O -1.131652 -0.775312 1.800905 2.1 0.3 0.6
H 0.449932 -1.997433 0.529180 -1.0 -1.1 -0.1
N -1.355175 0.832397 -1.170625 -2.0 0.6 2.9
H -0.225743 0.114468 -2.641054 0.1 -0.7 0.4
N 0.362701 0.901850 2.087734 2.1 -1.8 -1.9
H -0.041706 1.189004 2.971226 0.5 -0.1 -0.2
H 1.605005 -0.869200 -1.574140 -0.3 -0.7 0.5
C -0.479530 -0.162212 -1.590801 2.4 -1.3 -1.4
H -0.890711 1.702445 -0.966106 0.3 0.3 -0.2
H -0.913326 -1.143423 -1.554441 -0.9 -0.4 -0.5
```
Positions in Å, forces in eV/Å.

The value obtained for the highest occupied orbital energy is -8.939 eV. The energy above the lowest of the compared OMol25 structures with the same formula, charge and spin is 40.7 kcal/mol. The net charge is 0. The SMILES is NCCNC(N)=O. For the electronic energy, the calculation gives -359.1796 hartree. As for the gap between HOMO and LUMO: 9.78 eV.

Results of the Mulliken charge analysis, in e, for atoms 1 through 2: 0.25, 0.28

(4)
Here is one molecule with the formula C3H9N3O from the OMol25 dataset. Energies are from the ωB97M-V functional and the def2-TZVPD basis.

Structure (XYZ):
```
16
Properties=species:S:1:pos:R:3:forces:R:3
H -0.614662 1.671686 0.436982 0.3 0.2 0.4
H -1.302950 -1.420689 2.977404 0.0 -0.6 -0.1
N -1.092478 -1.219643 2.019943 -0.4 1.6 -1.6
H -0.456470 -1.660563 1.375695 0.3 -0.7 0.8
C 1.023988 0.512034 -1.308616 -0.1 -0.5 1.1
H 0.927542 -0.386643 -3.151091 0.0 0.0 0.1
C -1.384132 0.071452 1.590481 0.9 -0.3 1.8
H 0.590949 1.436514 -1.694396 0.3 0.1 -0.4
H 1.842474 0.782058 -0.633635 0.0 0.0 -0.1
C -0.268376 0.678686 0.735324 -1.5 -0.6 -1.1
H 0.598977 0.661901 1.378284 0.4 0.4 0.1
H 1.698766 -1.269958 -2.011768 0.0 0.0 0.1
O -2.251993 0.739540 2.104085 -0.2 0.1 -0.3
N -0.005545 -0.154792 -0.448198 0.4 0.5 -0.4
H -0.841898 -0.111879 -1.025281 -0.2 -0.4 0.2
N 1.535808 -0.329707 -2.345220 -0.1 0.1 -0.5
```
Positions in Å, forces in eV/Å.

The value obtained for the highest occupied orbital energy is -9.605 eV. The energy above the lowest of the compared OMol25 structures with the same formula, charge and spin is 20.4 kcal/mol. The net charge is 0. The SMILES is NCNCC(N)=O. For the electronic energy, the calculation gives -359.2120 hartree. As for the gap between HOMO and LUMO: 10.43 eV.

Results of the Mulliken charge analysis, in e, for atoms 1 through 2: 0.34, 0.23

(5)
Here is a 2-piece molecular cluster, C3H9N3O2S2 overall from the OMol25 dataset. Energies are from the ωB97M-V functional and the def2-TZVPD basis.

Structure (XYZ):
```
19
Properties=species:S:1:pos:R:3:forces:R:3
O -0.137076 1.740387 -0.289467 -0.7 0.9 -0.7
H -1.739502 0.329489 1.112457 -0.4 0.4 1.3
H -0.343831 -1.223104 0.374662 0.5 1.4 -2.4
H -2.290736 0.127729 -1.951844 1.9 0.4 -1.4
S 1.150280 1.596546 0.589424 -0.8 -0.7 1.4
N -2.004070 0.326080 0.156924 0.7 -0.8 -1.2
H 2.026153 2.540230 -1.240740 -1.0 0.3 -3.7
C 1.255534 -0.148373 0.090704 1.4 0.4 -0.5
H 2.157979 -1.816538 1.399622 -0.2 0.4 -1.2
O 2.219645 2.363614 -0.372231 1.0 -0.1 3.3
N -1.352292 0.600793 -1.964984 0.8 0.4 -1.8
H -2.847896 0.685914 -0.239564 -0.3 0.6 0.8
H 2.896672 -0.194002 1.527627 -0.7 -0.1 -0.2
C 2.243650 -0.829886 0.903572 1.3 -0.4 0.1
H -0.547534 0.464025 -2.681408 -2.8 -0.2 1.4
C -0.888428 0.490594 -0.674009 -0.7 -1.2 1.2
S 2.720958 -0.452433 -0.911695 0.7 -1.0 0.8
N 0.058929 -0.645741 -0.482433 -0.9 -0.8 4.1
H 0.062844 0.642892 2.389915 0.2 0.2 -1.3
```
Positions in Å, forces in eV/Å.

The value obtained for the highest occupied orbital energy is -7.187 eV. The energy above the lowest of the compared OMol25 structures with the same formula, charge and spin is 117.3 kcal/mol. The net charge is 0. For the electronic energy, the calculation gives -1230.6066 hartree. As for the gap between HOMO and LUMO: 7.48 eV.

Results of the Mulliken charge analysis, in e, for atoms 1 through 2: -0.32, 0.22

(6)
Here is a 2-piece molecular cluster, C3H9N3O3 overall from the OMol25 dataset. Energies are from the ωB97M-V functional and the def2-TZVPD basis.

Structure (XYZ):
```
18
Properties=species:S:1:pos:R:3:forces:R:3
H 0.793133 -1.910716 2.062912 0.0 -0.1 -0.1
N -0.613261 0.895110 -0.618079 -0.9 -2.6 -1.5
N -0.955997 -1.491565 -0.093948 -3.0 3.5 1.3
H 2.505955 0.794259 -0.544414 -0.9 0.8 0.3
O 1.620332 0.615098 -0.900129 -1.2 -0.2 -1.0
H -1.373058 2.586494 -0.212776 -0.9 -2.0 -0.6
H -0.978335 -2.337606 -0.557349 -0.4 -2.5 -0.9
H -1.692794 -0.381647 -1.685769 -2.4 0.1 -2.0
C 1.165809 -1.078738 1.453195 -2.7 1.2 3.4
O -1.776513 1.681168 -0.506325 1.5 1.9 0.7
C 0.571019 1.465554 -0.494236 2.8 -3.2 0.2
H -1.970071 -1.275060 0.309124 2.8 -1.1 -0.8
N 0.843665 0.126421 1.704932 2.3 -0.8 -2.3
H 0.149508 0.420017 2.334785 -0.7 -0.6 1.6
H 0.033817 -0.729747 -1.765053 0.1 0.0 -0.4
O 0.785068 2.472696 0.054645 0.1 4.3 0.9
C -0.824960 -0.483145 -1.167202 1.9 1.3 2.6
H 1.716683 -1.368591 0.625688 1.5 0.0 -1.5
```
Positions in Å, forces in eV/Å.

The value obtained for the highest occupied orbital energy is -8.879 eV. The energy above the lowest of the compared OMol25 structures with the same formula, charge and spin is 111.3 kcal/mol. The net charge is 0. The SMILES is NCN(O)C(=O)O.C=N. For the electronic energy, the calculation gives -509.5745 hartree. As for the gap between HOMO and LUMO: 9.62 eV.

Results of the Mulliken charge analysis, in e, for atoms 1 through 2: 0.26, 0.29

- gap between HOMO and LUMO of number 1 (C3H9N3O)?
  9.07 eV